C39H55FN3O5S2Si2Sn | the ωB97M-V functional and the def2-TZVPD basis

Each line ends with the Mulliken charge.
Atoms and positions in Å:
Sn  -1.906  0.600  -1.325  1.487
S  -1.921  1.064  2.404  -0.148
S  1.672  1.855  -1.274  -0.057
Si  -3.497  2.565  -4.359  -0.076
Si  -5.037  3.435  -1.365  0.015
F  1.572  -3.340  3.191  -0.353
O  -2.092  1.629  1.013  0.253
O  -1.250  -2.405  -4.559  -0.662
O  0.173  1.727  -1.459  0.305
O  -1.547  -0.752  -3.117  -0.792
O  -0.749  -1.354  -0.501  -1.125
N  3.420  -5.284  2.142  0.182
N  1.285  -4.501  -2.182  0.200
N  5.777  -6.029  3.066  -0.077
C  3.345  -5.071  -3.386  -1.035
C  1.588  -3.667  1.880  0.316
C  -4.484  0.977  -4.666  -0.860
C  4.859  -5.533  4.118  -0.896
C  -5.912  1.741  -1.292  -0.839
C  0.795  1.563  2.045  -0.091
C  -6.260  4.667  -2.190  -1.024
C  2.221  5.705  1.090  -0.722
C  -1.605  2.428  3.534  0.538
C  3.715  -4.753  3.469  -0.696
C  3.153  3.740  0.076  -0.677
C  -4.341  4.065  0.292  -0.733
C  5.105  -7.037  2.192  -0.778
C  2.007  -5.574  -2.854  -1.029
C  -3.616  3.288  -2.619  -0.162
C  0.640  -3.218  -0.285  0.595
C  2.456  -4.652  1.359  -1.181
C  -4.333  4.145  -5.145  -1.067
C  0.481  -3.724  -2.923  -0.175
C  0.784  4.192  -0.092  -0.243
C  -0.187  -2.330  -1.083  1.002
C  -0.181  0.451  2.384  0.672
C  1.428  -4.247  -0.839  0.260
C  0.705  -2.995  1.091  -0.579
C  -1.096  4.675  4.130  -0.742
C  -1.342  3.000  5.841  -0.696
C  2.329  -4.931  -0.001  -0.639
C  -1.684  2.412  -4.894  -0.676
C  0.962  5.365  0.623  -0.550
C  2.135  1.065  1.501  -1.164
C  3.605  -6.719  2.087  -0.631
C  -1.080  -1.884  -3.480  -0.128
C  1.879  3.384  -0.341  0.192
C  2.082  0.605  0.053  0.695
C  -1.370  3.734  3.148  0.145
C  -0.233  -2.647  -2.463  -0.446
C  -1.081  4.310  5.468  -0.567
C  -1.606  2.053  4.869  -0.597
C  3.315  4.901  0.812  -0.551
H  -1.619  2.169  -5.951  0.418
H  -1.391  4.008  2.103  0.284
H  6.069  -5.223  2.499  0.396
H  3.185  -4.303  -4.137  0.355
H  -4.380  0.671  -5.705  0.433
H  -5.545  1.073  -4.462  0.407
H  2.486  0.231  2.115  0.514
H  6.618  -6.434  3.489  0.365
H  0.327  2.209  1.299  -0.318
H  3.058  -7.212  2.902  0.310
H  -1.808  1.025  5.136  0.447
H  5.242  -8.033  2.614  0.370
H  2.136  -6.405  -2.158  0.478
H  -7.031  4.918  -1.469  0.368
H  -1.209  1.600  -4.343  0.128
H  0.019  -0.003  3.354  0.867
H  5.389  -4.878  4.810  0.425
H  1.385  -5.931  -3.676  0.469
H  3.992  -3.703  3.347  0.529
H  -3.892  5.076  -4.810  0.387
H  -5.397  4.156  -4.947  0.323
H  5.578  -7.004  1.211  0.429
H  -0.876  5.044  6.232  0.424
H  3.894  -5.885  -3.847  0.395
H  -5.223  0.937  -1.029  0.178
H  -4.173  4.047  -6.214  0.383
H  0.989  2.164  2.935  0.461
H  -6.708  1.753  -0.554  0.438
H  -1.115  3.321  -4.728  0.372
H  -0.892  5.699  3.858  0.469
H  3.049  0.204  -0.253  0.672
H  -6.738  4.201  -3.045  0.319
H  1.315  -0.150  -0.102  -1.029
H  0.394  -3.967  -3.974  0.610
H  0.021  -2.298  1.543  0.702
H  -1.343  2.716  6.882  0.428
H  2.357  6.604  1.669  0.454
H  4.296  5.182  1.160  0.447
H  -3.613  4.861  0.146  0.315
H  2.976  -5.681  -0.427  0.716
H  4.479  -6.387  4.680  0.386
H  -0.191  3.883  -0.445  0.714
H  3.210  -7.127  1.160  0.459
H  0.129  6.023  0.807  0.510
H  -4.079  0.168  -4.057  0.265
H  3.949  -4.646  -2.589  0.325
H  4.000  3.114  -0.166  0.520
H  -0.206  -0.309  1.602  -1.187
H  2.861  1.873  1.603  0.347
H  -3.850  3.258  0.832  -0.039
H  2.864  -4.808  4.158  0.375
H  -5.131  4.455  0.928  0.526
H  -5.776  5.582  -2.508  0.389
H  -2.794  3.966  -2.404  0.569
H  -6.364  1.504  -2.252  0.310

orbital gap: 5.75 eV
charge: +3
highest occupied orbital energy: -15.133 eV
energy relative to the best compared isomer or geometry (same formula, charge and spin): 219.5 kJ/mol
2S+1: 1

=====

C26H17Cl2N7SeTl | the ωB97M-V functional and the def2-TZVPD basis

Each line ends with the natural charge from an NBO analysis.
Atoms and positions in Å:
Tl  0.716  -0.063  -0.691  0.750
Se  3.511  2.875  2.913  0.991
Cl  -0.142  -2.133  -3.642  0.109
Cl  -3.936  1.546  -2.339  0.114
N  -0.969  0.483  1.321  -0.437
N  2.510  1.767  1.961  -0.624
N  -0.466  -2.097  0.527  -0.460
N  -1.602  -0.194  -1.854  -0.406
N  2.250  -0.558  1.806  -0.428
N  0.144  2.512  -0.172  -0.449
N  4.355  1.615  3.828  -0.603
C  -1.177  1.746  1.701  0.193
C  -2.525  -0.251  2.966  -0.220
C  -0.404  2.825  1.000  0.185
C  4.256  -0.825  3.848  -0.158
C  -2.174  -2.975  1.913  -0.220
C  3.653  -1.889  3.285  -0.259
C  -0.945  -4.434  0.477  -0.245
C  0.842  3.433  -0.829  0.060
C  2.649  -1.701  2.264  0.105
C  -1.493  -1.169  -4.063  0.099
C  -1.639  -0.502  1.928  0.189
C  2.849  0.557  2.359  0.233
C  -3.108  -0.441  -5.668  -0.013
C  -0.252  4.086  1.561  -0.229
C  -0.244  -3.320  0.052  0.056
C  -2.078  2.072  2.706  -0.221
C  -2.750  1.055  3.353  -0.145
C  -3.728  0.406  -4.747  -0.307
C  -2.058  -0.298  -3.056  -0.095
C  -3.216  0.494  -3.480  0.112
C  0.469  5.045  0.869  -0.154
C  -1.414  -1.910  1.443  0.180
C  -1.994  -1.219  -5.334  -0.303
C  3.861  0.475  3.385  0.126
C  1.027  4.721  -0.356  -0.245
C  -1.933  -4.247  1.427  -0.147
H  -4.591  0.997  -5.024  0.250
H  3.907  -2.897  3.586  0.234
H  0.534  -3.404  -0.701  0.202
H  5.011  -0.920  4.616  0.241
H  2.177  -2.581  1.833  0.196
H  -1.533  -1.868  -6.066  0.249
H  0.600  6.034  1.290  0.229
H  -3.450  1.277  4.149  0.231
H  -0.664  4.321  2.531  0.223
H  -3.501  -0.498  -6.675  0.239
H  -2.956  -2.828  2.643  0.222
H  1.287  3.117  -1.767  0.204
H  -2.264  3.103  2.972  0.226
H  -2.517  -5.084  1.788  0.231
H  -3.038  -1.055  3.470  0.222
H  -0.726  -5.411  0.067  0.234
H  1.600  5.439  -0.927  0.234

orbital gap: 5.63 eV
charge: +1
highest occupied orbital energy: -10.313 eV
2S+1: 1

=====

C3H4O3 | the ωB97M-V functional and the def2-TZVPD basis

Each line ends with the natural charge from an NBO analysis.
Atoms and positions in Å:
O  -0.963  -0.508  -0.602  -0.477
O  -0.998  0.971  1.092  -0.579
O  1.299  1.216  -0.966  -0.505
C  1.258  0.390  -0.092  0.422
C  -1.537  0.430  0.160  0.648
C  0.356  -0.838  -0.161  -0.191
H  0.307  -1.328  0.816  0.199
H  0.753  -1.536  -0.903  0.224
H  1.898  0.451  0.809  0.122
H  -2.560  0.629  -0.179  0.138

orbital gap: 11.06 eV
charge: 0
highest occupied orbital energy: -10.193 eV
energy relative to the best compared isomer or geometry (same formula, charge and spin): 111.7 kJ/mol
2S+1: 1

=====

C4H7NO | the ωB97M-V functional and the def2-TZVPD basis

Each line ends with the natural charge from an NBO analysis.
Atoms and positions in Å:
O  -1.058  0.055  0.977  -0.543
N  -1.326  0.212  -1.007  -0.540
C  1.421  1.455  0.070  -0.530
C  -0.322  -0.282  -0.173  0.493
C  -1.957  0.574  0.062  0.335
C  0.432  -1.553  -0.145  -0.692
H  -2.879  1.191  0.321  0.208
H  1.756  0.580  0.566  0.175
H  0.566  1.917  0.568  0.191
H  1.768  1.742  -0.918  0.196
H  1.175  -1.530  0.636  0.235
H  -0.321  -2.449  0.163  0.222
H  0.744  -1.911  -1.120  0.250

orbital gap (spin up / spin down): 8.44 / 8.47 eV
charge: 0
highest occupied orbital energy (spin up / spin down): -8.636 / -8.313 eV
energy relative to the best compared isomer or geometry (same formula, charge and spin): 567.4 kJ/mol
2S+1: 1

=====

C3H6N2O2 | the ωB97M-V functional and the def2-TZVPD basis

Each line ends with the natural charge from an NBO analysis.
Atoms and positions in Å:
O  -1.995  0.477  -1.675  -0.631
O  0.061  -1.548  2.412  -0.484
N  -0.328  1.611  -0.661  -0.874
N  -0.428  -0.730  -0.556  -0.630
C  -0.973  0.450  -1.027  0.778
C  0.783  -0.816  0.251  -0.325
C  0.444  -0.648  1.728  0.437
H  1.189  -1.807  0.051  0.231
H  -0.639  -1.478  -1.197  0.412
H  1.552  -0.101  -0.050  0.181
H  0.569  0.385  2.101  0.105
H  -0.880  2.423  -0.891  0.407
H  0.643  1.782  -0.487  0.394

orbital gap: 10.32 eV
charge: 0
highest occupied orbital energy: -9.754 eV
energy relative to the best compared isomer or geometry (same formula, charge and spin): 127.8 kJ/mol
2S+1: 1

=====

C5H10IO4P | the ωB97M-V functional and the def2-TZVPD basis

Each line ends with the natural charge from an NBO analysis.
Atoms and positions in Å:
I  14.635  0.865  -0.634  -1.000
P  -2.853  1.453  -1.055  2.457
O  -2.830  2.908  -1.008  -1.134
O  -3.977  0.755  -1.757  -1.159
O  -2.419  0.576  0.411  -0.821
O  -1.399  0.640  -1.575  -0.819
C  -0.068  1.019  0.462  -0.456
C  -1.168  0.207  -0.210  0.511
C  -0.979  -1.330  -0.242  -0.427
C  -0.851  -2.025  1.095  -0.626
C  1.379  0.471  0.248  -0.616
H  2.065  1.037  0.818  0.199
H  -0.145  1.945  -0.171  0.245
H  -0.319  0.987  1.475  0.208
H  -0.691  -3.083  0.821  0.206
H  -1.810  -1.759  1.559  0.225
H  0.060  -1.375  -0.736  0.185
H  1.566  0.620  -0.839  0.212
H  0.037  -1.547  1.691  0.191
H  1.378  -0.526  0.605  0.193
H  -1.611  -1.838  -0.959  0.227

orbital gap: 6.81 eV
charge: -2
highest occupied orbital energy: -2.337 eV
energy relative to the best compared isomer or geometry (same formula, charge and spin): 0.0 kJ/mol
2S+1: 1

=====

C3H13NO5 | the ωB97M-V functional and the def2-TZVPD basis

Each line ends with the natural charge from an NBO analysis.
Atoms and positions in Å:
O  1.414  2.357  0.698  -0.978
O  0.447  -2.634  -0.455  -0.957
O  2.243  -0.717  -0.941  -0.981
O  0.361  1.140  -1.442  -0.719
O  -1.755  1.003  -2.230  -0.684
N  -1.342  0.263  -0.153  -0.633
C  -0.523  0.146  1.086  -0.251
C  -0.807  0.827  -1.259  0.916
C  -1.182  -0.851  2.022  -0.633
H  2.687  -0.906  -1.752  0.479
H  -1.275  -1.885  1.542  0.224
H  1.622  0.030  -1.070  0.499
H  -0.547  -0.975  2.918  0.235
H  0.548  -0.135  0.800  0.232
H  -2.358  0.129  -0.086  0.423
H  -2.207  -0.543  2.336  0.205
H  -0.364  1.165  1.551  0.232
H  1.180  -2.080  -0.607  0.484
H  -1.354  1.345  -3.011  0.501
H  -0.285  -2.011  -0.460  0.449
H  2.397  2.380  0.634  0.473
H  1.100  1.953  -0.118  0.482

orbital gap: 11.04 eV
charge: 0
highest occupied orbital energy: -10.624 eV
energy relative to the best compared isomer or geometry (same formula, charge and spin): 0.0 kJ/mol
2S+1: 1

=====

C5H8N2 | the ωB97M-V functional and the def2-TZVPD basis

Each line ends with the natural charge from an NBO analysis.
Atoms and positions in Å:
N  -2.449  -1.557  -1.472  -0.331
N  0.044  1.191  1.159  -0.586
C  -1.703  -0.686  -1.311  0.292
C  -0.774  0.426  -1.079  -0.521
C  0.168  0.185  0.105  0.083
C  1.541  -0.334  -0.261  -0.618
C  -0.412  -0.176  1.417  -0.253
H  -1.357  1.330  -0.880  0.273
H  1.475  -1.289  -0.793  0.226
H  -0.205  0.597  -2.000  0.250
H  0.182  -0.815  2.068  0.198
H  0.943  1.359  1.607  0.353
H  2.068  0.378  -0.908  0.213
H  2.151  -0.492  0.635  0.215
H  -1.488  -0.298  1.525  0.208

orbital gap: 10.84 eV
charge: 0
highest occupied orbital energy: -10.010 eV
energy relative to the best compared isomer or geometry (same formula, charge and spin): 125.2 kJ/mol
2S+1: 1

=====

Q: What is the formula in the fourth record?
A: C4H7NO

=====

Q: Look up the 2S+1 of the first one.
A: 1